1.
DFT (wB97M-V/def2-TZVPD) results for C4H6AuFO4 as an isolated structure.

**Kohn-Sham gap (alpha / beta)**: 0.4005 / 0.2593 Ha
**Net charge**: +2
**⟨S²⟩**: 2.009
**Relative energy (zero: lowest compared OMol25 entry of this formula, charge and spin)**: 0.0 kcal/mol
**2S+1**: 3

Positions of all 16 atoms, in Å:
O  1.30024  -1.42220  -1.75985
C  0.15334  -1.78537  -1.92153
C  -1.03945  -1.24417  -1.18237
O  -0.98109  0.12534  -0.82392
C  -0.31122  0.54925  0.21729
O  -0.78964  1.67098  0.63586
O  0.66019  -0.01892  0.71843
C  -0.46916  2.09223  1.97283
H  -1.19757  -1.88749  -0.29958
F  3.71530  -0.05669  -0.07597
H  -0.07201  -2.64768  -2.57599
H  -1.92294  -1.34049  -1.82366
H  -1.19283  2.87455  2.20855
H  -0.57059  1.24677  2.66120
H  0.55220  2.48765  1.99361
Au  2.16522  -0.64377  0.05512

Atomic partial charges in e from the natural (NBO) method, atoms 1 to 2: number 1, O, carries -0.4997; number 2, C, carries 0.5046



2.
DFT (wB97M-V/def2-TZVPD) results for C4H6BiFO4 as an isolated structure.

**Kohn-Sham gap (alpha / beta)**: 0.2348 / 0.3627 Ha
**Net charge**: +2
**Relative energy (zero: lowest compared OMol25 entry of this formula, charge and spin)**: 10.4 kcal/mol

Positions of all 16 atoms, in Å:
C  -3.96610  1.14189  -0.88652
O  -3.62905  0.62959  0.35802
H  -5.03182  0.96318  -1.14214
H  -3.80143  2.23871  -0.95419
H  -3.34835  0.66835  -1.67919
C  -3.19902  3.47099  3.76038
O  -2.46069  3.62518  2.69210
C  -2.37380  2.46824  1.84330
C  -3.68694  1.69068  1.94372
O  -4.11207  2.55515  3.72336
O  -2.86326  3.90754  4.87708
F  -1.32747  1.73376  2.30207
H  -2.15059  2.84426  0.84186
H  -4.51995  2.29005  1.55178
H  -3.54714  0.76666  2.51288
Bi  -4.56474  3.17408  5.77689

Atomic partial charges in e from the natural (NBO) method, atoms 1 to 2: number 1, C, carries -0.3553; number 2, O, carries -0.1234



3.
DFT (wB97M-V/def2-TZVPD) results for one molecule with the formula C4H6Br2Cl6.

**Kohn-Sham gap**: 0.3443 Ha
**Relative energy (zero: lowest compared OMol25 entry of this formula, charge and spin)**: 127.2 kcal/mol

Positions of all 18 atoms, in Å:
Br  -2.36971  0.60600  -1.80961
C  -1.14941  1.12694  -0.32202
C  -1.60358  0.37487  0.87900
Br  -3.31864  1.07488  1.67109
H  -1.21435  2.19546  -0.11669
H  -0.14461  0.83223  -0.62470
H  -0.90217  0.56708  1.69089
H  -1.62084  -0.70445  0.72791
C  -0.66078  -2.31590  -0.34961
Cl  -2.25274  -2.40796  0.39780
Cl  0.49257  -1.33516  0.66250
Cl  -0.81309  -1.62272  -1.96748
H  -0.18905  -3.29426  -0.44109
C  3.15090  1.07336  -0.13294
Cl  3.82825  1.24695  1.53222
Cl  1.52354  0.41701  0.09373
Cl  4.18014  0.14363  -1.22846
H  3.06362  2.02207  -0.66251

Atomic partial charges in e from the natural (NBO) method, atoms 1 to 2: number 1, Br, carries -0.0423; number 2, C, carries -0.4532



4.
DFT (wB97M-V/def2-TZVPD) results for C4H6Br2N2O3 as an isolated structure.

**Kohn-Sham gap**: 0.3427 Ha
**Relative energy (zero: lowest compared OMol25 entry of this formula, charge and spin)**: 0.0 kcal/mol

Positions of all 17 atoms, in Å:
C  -0.10531  -0.65678  -0.05532
C  1.06431  1.02681  1.35521
C  0.03202  -0.83838  2.33024
C  -0.66318  0.15809  -3.32118
N  0.29579  -0.14291  1.11649
N  -0.92024  0.26060  -2.06560
O  -0.59956  -1.71631  -0.29158
O  0.15915  0.22302  -1.16463
O  -2.04839  0.40363  -1.59043
Br  -2.06638  0.38429  -4.46068
Br  1.08979  0.08436  -3.84130
H  0.48464  1.76461  1.96390
H  2.02568  0.79686  1.81587
H  1.31715  1.36830  0.32992
H  -0.53049  -0.10857  2.97829
H  -0.48952  -1.85600  1.96726
H  0.95455  -1.15161  2.93354

Atomic partial charges in e from the natural (NBO) method, atoms 1 to 2: number 1, C, carries 0.8945; number 2, C, carries -0.4088



5.
DFT (wB97M-V/def2-TZVPD) results for a 2-piece molecular cluster, C4H6Br2O overall.

**Kohn-Sham gap**: 0.3480 Ha
**Relative energy (zero: lowest compared OMol25 entry of this formula, charge and spin)**: 58.2 kcal/mol
**Structure (SMILES)**: O/C=C/Br.C=CBr

Positions of all 13 atoms, in Å:
C  1.00841  -1.03958  1.03325
C  -0.98003  0.79110  -1.07372
C  0.37871  -1.90725  0.30620
C  -0.57025  1.77903  -0.22288
O  0.68919  2.18891  -0.43345
Br  0.67036  -0.96887  2.89677
Br  -2.74255  -0.05460  -0.88040
H  0.54474  -2.00272  -0.67464
H  -0.29812  -2.60212  0.63535
H  -0.32944  0.38343  -1.90767
H  1.60690  -0.24652  0.66047
H  -1.05408  1.94919  0.75553
H  1.07617  1.72999  -1.09481

Atomic partial charges in e from the natural (NBO) method, atoms 1 to 2: number 1, C, carries -0.2495; number 2, C, carries -0.3727



6.
DFT (wB97M-V/def2-TZVPD) results for an isolated ion of composition C4H6Br2P and charge +1.

**Kohn-Sham gap**: 0.2492 Ha
**Net charge**: +1
**Relative energy (zero: lowest compared OMol25 entry of this formula, charge and spin)**: 41.9 kcal/mol

Positions of all 13 atoms, in Å:
C  -0.69327  -0.31892  1.46896
C  -1.12527  0.32088  0.26036
C  0.36925  -1.12921  1.50524
C  -0.48847  0.07518  -1.03164
P  1.42216  0.70945  -0.85709
Br  0.80119  2.83662  -1.06910
Br  2.46294  0.14836  -2.74363
H  -1.22374  -0.26236  2.39577
H  -1.61793  1.25710  0.39101
H  0.69338  -1.55311  2.46177
H  0.60281  -1.40503  0.48658
H  -0.35070  -1.08608  -1.21794
H  -0.85234  0.40714  -2.05029

Atomic partial charges in e from the natural (NBO) method, atoms 1 to 2: number 1, C, carries -0.3238; number 2, C, carries 0.1743